DFT (ωB97M-V/def2-TZVPD) results for the ion C2H3N3S with charge +2 in a non-equilibrium geometry.

Summary:
Total charge: +2
HOMO (spin up / spin down), eV: -20.608 / -22.323
2S+1: 3
HOMO-LUMO gap (spin up / spin down), eV: 9.4 / 6.9
DFT total energy, eV: -17401.6032
M, g mol⁻¹: 101.13
⟨S²⟩: 2.06

Each line ends with the Mulliken spin population.
Positions of all 9 atoms, in Å:
C 0.896 0.371 0.336  -0.15
C -0.235 -1.587 -0.030  -0.06
N -0.232 1.028 0.225  0.70
N -1.281 -1.957 -0.321  0.35
N 0.911 -0.939 0.091  0.37
S -1.734 1.258 0.273  0.69
H 1.691 1.104 0.527  0.02
H 1.848 -1.461 -0.151  -0.01
H -1.864 2.184 -0.951  0.10

Atomic forces in eV per Å
C -1.472 2.786 -0.369
C 1.739 0.435 -0.103
N 2.319 -0.631 0.421
N -2.031 -0.964 -0.273
N 2.594 -1.753 -0.563
S -2.622 1.743 -1.716
H 0.899 -1.204 -0.051
H -1.680 0.924 0.878
H 0.254 -1.337 1.776